Computed, not measured: a gas-phase ion, C3H6N5 (charge +1) in a non-equilibrium geometry, with wB97M-V/def2-TZVPD.

Output
F_max = 2.86 eV/A
Highest occupied orbital energy = -14.16 eV
Gap between HOMO and LUMO = 0.34859 Eh
Calculated total energy = -391.3680 Eh
Net charge = +1
SMILES = [H]/N=N/[C@@H](C#N)C(N)=[NH2+]
M = 112.1 g mol⁻¹
ΔE to the lowest compared entry with this formula, charge and spin = 252.9 kJ/mol

Geometry as XYZ:
```
14
Properties=species:S:1:pos:R:3:lowdin_charge:R:1
H 2.275 2.671 0.053 0.141
N 1.850 1.829 -0.453 0.121
N 1.142 1.159 0.223 -0.008
C 0.545 -0.102 -0.555 -0.188
C 1.382 -1.208 -0.004 -0.171
N 2.055 -2.026 0.439 0.218
C -0.820 -0.286 -0.042 -0.315
N -1.929 -0.334 -0.793 0.230
N -0.816 -0.389 1.294 0.223
H 0.617 -0.142 -1.588 0.126
H -1.937 -0.240 -1.813 0.152
H -2.880 -0.287 -0.315 0.182
H 0.065 0.056 1.635 0.133
H -1.550 -0.702 1.917 0.156
```